1.
Formula: C43H34AsHfN8O4S2
Source: the Open Molecules 2025 dataset
Level of theory: ωB97M-V/def2-TZVPD

The calculation puts the LUMO energy at -3.648 eV. As for the HOMO energy: -10.217 eV. For the HOMO-LUMO gap, the calculation gives 6.57 eV. The value obtained for the energy relative to the best compared isomer or geometry (same formula, charge and spin) is 84.4 kJ/mol. The net charge is +1.

Cartesian coordinates (Å):
1 Hf -0.29551 -0.06447 -0.34709
2 N 3.42628 1.33407 1.77838
3 C 2.14780 1.26543 1.37353
4 S 1.14296 -0.03675 1.95616
5 N 1.71237 2.22369 0.59157
6 N 0.35358 2.03649 0.30984
7 C -0.41412 3.05550 0.43670
8 C -0.00825 4.38633 0.94088
9 C -0.68662 4.91611 2.03646
10 C -0.33124 6.15690 2.54354
11 C 0.68433 6.88114 1.93736
12 C 1.35487 6.35953 0.83899
13 C 1.02502 5.10710 0.34978
14 C -1.86332 2.81462 0.15426
15 C -2.75947 3.85028 -0.05081
16 C -4.08866 3.54179 -0.31213
17 C -4.47722 2.21515 -0.34215
18 C -3.51235 1.23737 -0.14434
19 N -2.23658 1.52646 0.08479
20 H 3.84754 0.54993 2.24303
21 H 4.01759 2.04008 1.37407
22 H -1.48935 4.35783 2.50248
23 H -0.85324 6.55735 3.40131
24 H 0.95499 7.85468 2.32261
25 H 2.14390 6.92788 0.36637
26 H 1.56708 4.69185 -0.48819
27 H -2.42114 4.87532 -0.01514
28 H -4.80501 4.33306 -0.48380
29 H -5.50244 1.92764 -0.52500
30 H -3.77528 0.18719 -0.18242
31 S 0.85599 -0.34512 -2.63427
32 C 1.56204 -1.94972 -2.94330
33 C 1.86668 -2.27163 -4.26667
34 C 2.37791 -3.52204 -4.57185
35 C 2.59777 -4.46407 -3.57286
36 C 2.30909 -4.14416 -2.25580
37 C 1.78398 -2.89397 -1.95467
38 As 1.55155 -2.18205 -0.19519
39 C 3.42407 -1.84750 0.16010
40 C 4.06679 -0.84740 -0.55883
41 C 5.42891 -0.64721 -0.39152
42 C 6.15182 -1.43345 0.49472
43 C 5.50845 -2.43592 1.20801
44 C 4.14475 -2.64746 1.03912
45 C 0.93733 -3.59488 0.94466
46 C 0.10466 -4.56683 0.39317
47 C -0.48357 -5.52123 1.21383
48 C -0.24757 -5.50728 2.57927
49 C 0.57088 -4.53198 3.13331
50 C 1.15506 -3.56829 2.32286
51 H 1.69521 -1.54589 -5.04996
52 H 2.60476 -3.76464 -5.60159
53 H 3.00033 -5.43650 -3.82008
54 H 2.50416 -4.86926 -1.47357
55 H 3.51319 -0.22966 -1.25906
56 H 5.92643 0.12547 -0.96334
57 H 7.21420 -1.27554 0.62016
58 H 6.06589 -3.06658 1.88743
59 H 3.67470 -3.45398 1.58800
60 H -0.09636 -4.58337 -0.67166
61 H -1.12824 -6.27381 0.77976
62 H -0.70061 -6.25721 3.21370
63 H 0.75373 -4.51630 4.19945
64 H 1.77229 -2.79956 2.76860
65 C -1.57934 0.76615 3.59003
66 C -2.11926 -0.32197 2.73316
67 N -1.72268 -0.72564 1.53161
68 C -2.60077 -1.70171 1.15463
69 C -3.52567 -1.92604 2.12148
70 N -3.20113 -1.03917 3.11255
71 C -4.71431 -2.80262 2.27905
72 O -4.99244 -3.60999 1.26982
73 O -5.36514 -2.72462 3.28727
74 C -2.48199 -2.24693 -0.19679
75 O -3.21028 -3.11560 -0.63516
76 O -1.52740 -1.64899 -0.87736
77 H -1.18696 1.57239 2.97347
78 H -0.75819 0.40938 4.21029
79 H -2.37242 1.14939 4.23019
80 H -3.72392 -0.96426 3.97482
81 H -4.34335 -3.49914 0.53629
82 N 0.08548 5.21548 -4.65988
83 C -0.40844 4.21794 -4.38257
84 C -1.04082 2.97894 -4.00927
85 C -1.94122 2.33019 -4.84008
86 C -2.50247 1.14298 -4.39712
87 C -2.13985 0.65087 -3.15854
88 N -1.28552 1.28887 -2.34871
89 C -0.73655 2.42126 -2.77141
90 H -2.18598 2.74338 -5.80884
91 H -3.19951 0.58915 -5.00840
92 H -2.52444 -0.29742 -2.80131
93 H -0.02016 2.90722 -2.12218

---

2.
Formula: C43H34CoF3IN5O2P2S
Source: the Open Molecules 2025 dataset
Level of theory: ωB97M-V/def2-TZVPD

The calculation puts the LUMO energy (spin up / spin down) at -6.102 / -7.747 eV. As for the HOMO energy (spin up / spin down): -12.903 / -13.375 eV. As for the multiplicity: 5. For the HOMO-LUMO gap (spin up / spin down), the calculation gives 6.80 / 5.63 eV. Its expectation value of S² is 6.021. The net charge is +2.

Cartesian coordinates (Å):
1 Co -0.55186 0.69849 -0.20522
2 N 1.09376 2.20119 1.69135
3 P -0.18604 1.14684 2.21551
4 C 0.50975 0.23830 3.61970
5 C 0.71244 -1.13360 3.55695
6 C 1.31737 -1.79010 4.62157
7 C 1.72697 -1.07425 5.73649
8 C 1.52366 0.30326 5.80143
9 C 0.90664 0.96042 4.74916
10 C -1.46150 2.16093 3.01043
11 C -1.62484 3.52468 2.79216
12 C -2.70982 4.19842 3.34010
13 C -3.64886 3.50830 4.09140
14 C -3.49398 2.14463 4.31355
15 C -2.40546 1.47255 3.77810
16 P 1.82158 1.35361 0.37192
17 C 3.11220 0.29621 1.09547
18 C 3.66642 0.55239 2.34763
19 C 4.63232 -0.29407 2.87030
20 C 5.05264 -1.40192 2.14771
21 C 4.53153 -1.64502 0.88390
22 C 3.56587 -0.79833 0.35984
23 C 2.83934 2.54225 -0.55180
24 C 3.31493 2.09062 -1.78690
25 C 4.11602 2.90901 -2.57101
26 C 4.43235 4.19105 -2.13355
27 C 3.95650 4.64513 -0.91249
28 C 3.15838 3.82560 -0.12213
29 H 1.69503 2.61051 2.40044
30 H 0.42384 -1.69005 2.67061
31 H 1.48095 -2.86064 4.57286
32 H 2.20555 -1.58671 6.56266
33 H 1.83840 0.86150 6.67579
34 H 0.72082 2.02892 4.81538
35 H -0.88645 4.07852 2.22656
36 H -2.81810 5.26474 3.18386
37 H -4.49719 4.03349 4.51350
38 H -4.21457 1.60759 4.91889
39 H -2.27831 0.41098 3.97083
40 H 3.36388 1.41430 2.92994
41 H 5.05582 -0.08450 3.84404
42 H 5.78844 -2.07694 2.56829
43 H 4.87473 -2.49590 0.30874
44 H 3.17185 -0.98970 -0.63522
45 H 3.07128 1.08228 -2.12030
46 H 4.50734 2.54421 -3.51331
47 H 5.06190 4.83139 -2.73967
48 H 4.22148 5.63716 -0.56561
49 H 2.79768 4.18746 0.83617
50 N 0.17287 0.81122 -4.39699
51 C 0.05404 -0.43540 -5.01713
52 C 0.62783 -0.65200 -6.26038
53 C 0.49406 -1.88814 -6.86366
54 C -0.20851 -2.92198 -6.23679
55 C -0.78470 -2.71651 -5.00411
56 C -0.65192 -1.46916 -4.39200
57 S -1.32592 -1.23392 -2.83278
58 N -0.90718 0.27943 -2.40035
59 C -0.28997 1.11639 -3.18207
60 C -0.14005 2.50369 -2.67301
61 C 0.06024 3.57974 -3.51514
62 C 0.11672 4.85520 -2.97095
63 C -0.03547 4.99685 -1.60775
64 C -0.23911 3.86127 -0.83756
65 N -0.29380 2.63592 -1.34957
66 H 0.68251 1.52165 -4.89823
67 H 1.17912 0.14375 -6.74970
68 H 0.94091 -2.05423 -7.83533
69 H -0.29489 -3.88983 -6.71451
70 H -1.32412 -3.51229 -4.50169
71 H 0.13128 3.46064 -4.58948
72 H 0.26234 5.71584 -3.61069
73 H 0.00419 5.96950 -1.13640
74 H -0.35069 3.93099 0.23156
75 I -3.75904 2.24697 -0.65279
76 C -3.68319 0.37110 0.26506
77 C -4.86923 -0.18893 0.70751
78 C -4.81218 -1.41031 1.35827
79 C -3.58020 -2.01224 1.55248
80 C -2.45060 -1.38385 1.07250
81 N -2.48671 -0.20522 0.42161
82 H -5.80579 0.32526 0.54980
83 H -5.72126 -1.88015 1.71150
84 H -3.49015 -2.95843 2.06821
85 H -1.46564 -1.81545 1.19933
86 F 0.12607 -4.35639 -0.75794
87 C 1.02512 -3.49096 -0.25452
88 F 0.92608 -3.53314 1.08085
89 F 2.24218 -3.90838 -0.59464
90 C 0.72666 -2.08399 -0.83491
91 O 0.96114 -1.93794 -2.04067
92 O 0.22848 -1.25466 -0.02200